[1]
65
Properties=species:S:1:pos:R:3:forces:R:3 method="wB97M-V/def2-TZVPD" e_above_lowest_ev=2.670 lumo_energy_ev="4.20 / 4.18" gap_ev="5.18 / 4.94" multiplicity=2 charge=-2 homo_energy_ev="-0.9745 / -0.7555"
Ru 0.493 -0.582 -1.683 0.718 1.649 1.400
C 0.052 1.769 -4.790 0.133 -0.153 -0.048
N -0.323 1.634 -3.393 -0.237 -0.268 0.181
C -0.008 2.866 -2.648 0.284 0.198 0.423
C 0.872 2.659 -1.409 -0.104 -0.129 0.042
C 2.150 1.844 -1.675 0.125 0.636 -0.166
N 2.099 0.538 -1.062 0.984 -0.846 0.755
C 3.071 0.189 -0.278 -0.572 0.956 -0.918
C 3.300 -1.053 0.376 -0.041 -0.928 0.378
C 4.540 -1.202 1.024 -0.160 0.002 -0.181
C 4.894 -2.349 1.690 0.497 0.143 0.221
C 3.964 -3.384 1.798 -0.216 -0.005 -0.120
C 2.733 -3.271 1.212 0.013 -0.231 0.133
C 2.342 -2.132 0.446 0.559 0.573 -0.082
O 1.202 -2.131 -0.103 -1.408 0.906 -1.442
C -1.748 1.324 -3.270 -0.479 0.094 -0.003
C -2.290 0.124 -4.060 0.301 -0.091 0.390
C -1.720 -1.265 -3.655 -0.081 -0.531 -0.877
N -1.303 -1.301 -2.285 -2.121 -1.416 2.151
C -2.202 -1.744 -1.381 1.327 0.412 -2.748
C -2.424 -1.235 -0.098 0.479 0.405 1.646
C -3.435 -1.784 0.726 0.092 0.015 -0.105
C -3.812 -1.198 1.909 -0.459 -0.574 -0.032
C -3.197 -0.019 2.329 0.732 0.469 -0.423
C -2.186 0.539 1.574 -0.727 0.378 0.876
C -1.741 -0.047 0.373 0.323 -0.241 -1.096
O -0.810 0.524 -0.298 -0.140 -0.806 0.178
H -0.573 2.513 -5.321 -0.016 -0.006 0.112
H -0.042 0.808 -5.290 0.078 -0.049 -0.073
H 1.095 2.075 -4.871 -0.007 -0.088 0.046
H -0.937 3.356 -2.321 0.055 -0.044 -0.127
H 0.498 3.573 -3.323 -0.109 -0.169 0.015
H 0.300 2.156 -0.623 0.137 0.201 -0.138
H 1.145 3.643 -1.022 -0.026 0.077 -0.002
H 3.029 2.397 -1.304 -0.144 -0.141 -0.053
H 2.279 1.705 -2.760 0.052 -0.112 0.199
H 3.863 0.935 -0.115 -0.193 -0.085 0.003
H 5.240 -0.373 0.989 -0.007 0.032 -0.050
H 5.873 -2.447 2.148 -0.039 0.078 0.016
H 4.221 -4.277 2.360 -0.056 -0.027 -0.016
H 2.002 -4.061 1.318 -0.110 -0.037 -0.067
H -2.345 2.208 -3.593 0.114 -0.146 0.076
H -1.948 1.151 -2.208 -0.006 0.136 -0.099
H -2.145 0.266 -5.135 -0.052 -0.042 0.036
H -3.370 0.123 -3.879 0.035 0.039 0.012
H -0.865 -1.506 -4.302 -0.112 0.032 0.233
H -2.510 -2.014 -3.850 0.116 0.070 0.056
H -2.876 -2.545 -1.717 -0.308 0.436 -0.179
H -3.937 -2.685 0.390 -0.030 -0.058 -0.035
H -4.598 -1.638 2.512 0.017 -0.053 -0.047
H -3.507 0.466 3.249 0.049 -0.044 0.018
H -1.699 1.454 1.888 0.092 -0.089 -0.048
Te 1.854 -1.319 -3.644 0.607 -0.738 -0.781
F -1.828 -0.324 7.206 0.129 0.074 -0.265
C -1.140 0.025 6.085 0.090 0.017 -0.088
C -0.734 -0.943 5.168 -0.158 0.045 0.375
F -1.036 -2.240 5.420 0.038 0.249 -0.078
C -0.014 -0.586 4.046 0.128 0.329 -0.013
F 0.383 -1.561 3.222 -0.143 0.044 0.118
C 0.341 0.750 3.771 -0.248 -0.018 0.728
Se 1.323 1.243 2.293 0.429 0.238 -0.427
C -0.090 1.697 4.719 0.135 -0.195 -0.352
F 0.217 3.002 4.535 -0.204 -0.294 0.267
C -0.805 1.354 5.847 -0.190 -0.019 0.261
F -1.177 2.307 6.743 0.033 -0.258 -0.163

[2]
97
Properties=species:S:1:pos:R:3:forces:R:3 method="wB97M-V/def2-TZVPD" e_above_lowest_ev=0.000 lumo_energy_ev=-2.28 gap_ev=6.17 charge=+1 homo_energy_ev=-8.4477
C -0.616 -2.250 -1.308 -0.219 -0.342 -0.669
C 1.594 -2.189 -0.485 0.646 1.136 0.581
C -0.378 -3.446 -1.982 -0.896 0.725 0.288
C 1.831 -3.470 -1.053 -0.510 -0.517 -0.369
C 0.855 -4.080 -1.816 0.767 0.124 0.457
H -1.175 -3.860 -2.593 0.183 -0.095 0.134
H 2.813 -3.906 -0.899 -0.175 -0.052 -0.110
H 1.031 -5.049 -2.281 0.056 0.241 0.085
N 0.338 -1.625 -0.605 -0.074 0.321 0.404
P -2.594 -0.711 0.068 -0.125 -0.648 -0.043
P 2.691 0.244 0.451 0.077 -0.304 -0.417
C -2.005 -1.598 -1.437 0.017 -0.148 -0.452
H -1.989 -0.880 -2.275 0.090 -0.262 0.323
H -2.740 -2.375 -1.699 0.325 0.207 -0.094
C -0.331 2.927 2.224 0.085 3.213 1.385
O -0.288 4.008 2.589 -0.088 -2.228 -0.828
C 2.648 -1.488 0.168 -0.194 -0.657 0.170
H 3.546 -2.074 0.374 -0.163 0.157 -0.312
C 3.427 1.067 -1.118 0.196 -0.010 0.670
C 3.796 0.557 1.970 -0.138 0.015 -0.596
C -3.848 0.648 -0.449 0.070 -0.541 0.057
C -3.309 -2.134 1.100 -0.402 0.400 -0.273
C 2.997 2.545 -1.121 0.178 -0.008 -0.124
H 3.355 3.088 -0.236 -0.111 -0.133 -0.304
H 3.419 3.035 -2.011 -0.076 0.010 0.145
H 1.903 2.642 -1.168 0.285 -0.039 0.060
C 4.955 0.931 -1.144 0.092 0.246 -0.396
H 5.456 1.493 -0.345 -0.182 -0.206 -0.272
H 5.267 -0.123 -1.104 -0.114 0.276 0.029
H 5.319 1.343 -2.098 0.015 -0.096 0.150
C 2.859 0.358 -2.357 -0.016 -0.004 0.062
H 3.240 0.861 -3.260 -0.059 -0.078 0.229
H 3.179 -0.692 -2.397 -0.155 0.263 0.044
H 1.762 0.402 -2.384 0.249 -0.141 0.029
C 4.085 2.068 2.076 0.090 -0.152 0.210
H 3.155 2.654 2.052 0.212 -0.099 -0.015
H 4.575 2.264 3.041 -0.080 -0.018 -0.192
H 4.760 2.427 1.289 -0.254 -0.088 0.237
C 3.032 0.101 3.222 -0.032 -0.017 0.030
H 2.077 0.626 3.345 0.126 -0.028 -0.049
H 2.833 -0.977 3.202 0.019 0.226 -0.073
H 3.643 0.309 4.112 -0.105 -0.012 -0.209
C 5.094 -0.253 1.900 0.279 0.105 0.221
H 5.725 0.006 1.045 -0.185 -0.096 0.259
H 5.673 -0.039 2.811 -0.058 -0.122 -0.162
H 4.893 -1.330 1.877 0.032 0.213 0.015
C -3.626 -1.565 2.493 -0.064 -0.100 0.076
H -4.045 -2.367 3.117 0.036 0.199 -0.077
H -2.713 -1.201 2.985 -0.238 -0.117 -0.160
H -4.351 -0.740 2.465 0.171 -0.252 0.023
C -2.250 -3.240 1.246 0.193 0.074 -0.044
H -2.089 -3.790 0.308 -0.011 0.192 0.257
H -1.293 -2.841 1.600 -0.241 -0.119 -0.234
H -2.599 -3.963 2.000 -0.001 0.212 -0.204
C -4.551 -2.753 0.441 -0.226 -0.258 0.361
H -4.765 -3.708 0.943 0.020 0.165 -0.144
H -5.442 -2.128 0.554 0.263 -0.225 -0.054
H -4.394 -2.977 -0.623 -0.073 0.070 0.248
C -3.801 0.874 -1.966 -0.048 0.125 -0.081
H -4.140 -0.013 -2.524 0.140 0.267 0.162
H -4.482 1.703 -2.218 0.136 -0.195 0.072
H -2.797 1.162 -2.306 -0.349 -0.181 0.088
C -3.413 1.938 0.281 -0.112 -0.045 -0.015
H -2.438 2.301 -0.078 -0.217 -0.128 0.096
H -4.155 2.726 0.085 0.177 -0.148 0.060
H -3.357 1.790 1.371 -0.020 0.029 -0.277
C -5.290 0.303 -0.058 -0.268 0.295 -0.099
H -5.670 -0.556 -0.628 0.132 0.297 0.231
H -5.410 0.128 1.020 0.006 -0.028 -0.391
H -5.926 1.164 -0.314 0.126 -0.168 0.066
Pb -0.120 0.447 0.778 0.617 -1.045 0.206
N -0.378 1.546 -1.552 -0.209 1.188 -2.912
C -0.417 2.077 -2.596 0.192 -0.445 2.126
C -0.429 2.903 -3.842 -0.045 0.034 -0.471
C 0.711 2.445 -4.757 0.426 -0.320 -0.044
C -1.768 2.719 -4.565 -0.409 -0.218 0.103
C -0.246 4.375 -3.459 0.054 0.287 0.494
H 1.684 2.565 -4.263 -0.215 -0.090 -0.114
H 0.578 1.390 -5.031 0.131 0.209 0.050
H 0.731 3.034 -5.684 -0.176 -0.070 0.337
H -2.598 3.050 -3.929 0.101 -0.096 -0.155
H -1.797 3.309 -5.491 0.188 -0.111 0.291
H -1.920 1.666 -4.829 -0.053 0.179 0.023
H -0.267 5.025 -4.346 -0.022 -0.389 0.120
H -1.055 4.697 -2.790 0.212 -0.007 -0.110
H 0.715 4.529 -2.955 -0.194 0.001 -0.049
C 0.198 -2.302 5.630 -0.094 0.110 -0.294
C -0.388 -1.047 5.449 0.008 0.253 -0.444
C -0.503 -0.529 4.154 0.449 -0.690 -0.088
N -0.076 -1.203 3.063 0.269 -0.111 0.483
C 0.506 -2.411 3.243 -0.243 0.499 0.197
C 0.648 -2.994 4.506 -0.006 0.152 -0.380
H 0.303 -2.730 6.626 -0.031 0.120 -0.242
H -0.747 -0.440 6.275 0.101 -0.253 -0.037
H -0.926 0.470 3.979 0.091 -0.478 0.081
H 0.884 -2.914 2.341 -0.219 0.301 0.392
H 1.119 -3.976 4.562 -0.139 0.295 0.165

[3]
141
Properties=species:S:1:pos:R:3:forces:R:3 method="wB97M-V/def2-TZVPD" lumo_energy_ev=-2.32 gap_ev=7.95 charge=+1 homo_energy_ev=-10.2673
C 5.268 -4.963 -1.296 0.109 0.390 0.019
C 4.574 -3.784 -1.992 -0.108 -0.321 0.210
O 5.424 -2.630 -2.020 -0.409 0.245 0.965
C 4.207 -4.077 -3.463 0.388 0.134 -0.109
O 2.863 -3.749 -3.855 -0.325 -0.370 0.495
C 1.758 -4.556 -3.508 0.065 -0.039 -0.639
O 2.165 -5.722 -2.829 0.262 0.232 0.338
C 1.153 -6.373 -2.088 0.242 -0.476 0.040
C 0.733 -5.534 -0.887 -0.152 -0.573 0.276
N 0.653 -4.076 -1.249 -0.372 0.091 0.125
C 0.694 -3.748 -2.744 -0.012 -0.369 0.177
P 0.792 -1.908 -3.056 0.098 0.280 -0.254
C 2.147 -1.414 -1.956 0.392 -0.074 -0.323
O -0.486 -1.517 -2.085 0.061 -0.638 0.350
H 5.515 -4.681 -0.262 -0.025 -0.106 -0.257
H 6.208 -5.201 -1.811 -0.257 -0.051 0.096
H 4.617 -5.843 -1.266 0.132 0.114 -0.115
H 3.653 -3.558 -1.421 0.226 -0.017 -0.325
H 5.424 -2.194 -1.137 0.058 -0.542 -0.886
H 4.484 -5.096 -3.757 -0.329 0.068 0.161
H 4.828 -3.398 -4.066 -0.291 -0.217 0.112
H 1.257 -4.855 -4.453 0.354 0.132 0.203
H 1.614 -7.291 -1.690 -0.222 0.290 -0.272
H 0.305 -6.687 -2.719 0.163 0.316 0.076
H 1.447 -5.676 -0.063 -0.118 0.353 -0.341
H -0.247 -5.866 -0.514 0.256 0.215 -0.178
H 1.364 -3.531 -0.746 -0.030 -0.142 -0.330
H -0.246 -3.721 -0.901 0.323 0.036 -0.032
H -0.291 -4.051 -3.129 0.145 -0.024 0.258
H 1.933 -0.364 -1.728 0.076 0.037 0.136
H 3.085 -1.475 -2.530 -0.274 0.054 0.364
H 2.244 -1.976 -1.014 0.026 0.317 -0.103
H -1.041 -2.297 -1.892 -0.689 1.117 -0.283
C 1.282 3.509 0.279 0.118 -0.140 -0.071
C 0.812 2.269 -0.432 -0.219 -0.049 0.099
O 1.490 1.686 -1.272 0.075 -0.060 -0.046
N -0.422 1.797 -0.107 0.087 0.049 0.048
C -1.358 2.342 0.867 0.067 -0.361 -0.268
H 2.279 3.783 -0.051 -0.134 -0.085 -0.041
H 0.604 4.338 0.075 -0.009 0.040 0.105
H 1.307 3.332 1.355 -0.067 0.095 0.032
H -0.689 0.970 -0.620 0.005 0.015 -0.005
H -1.565 1.597 1.640 -0.016 0.075 0.064
H -2.297 2.611 0.385 -0.012 0.109 0.054
H -0.959 3.231 1.335 -0.033 0.055 -0.012
C -4.862 -3.951 -1.973 0.141 -0.021 0.024
C -4.120 -2.684 -1.632 -0.148 0.171 -0.082
O -2.888 -2.608 -1.677 0.270 -0.509 0.147
N -4.840 -1.605 -1.293 0.033 -0.120 0.048
C -6.287 -1.463 -1.193 0.182 0.263 0.002
H -4.138 -4.717 -2.235 0.014 0.020 0.002
H -5.451 -4.295 -1.123 -0.059 0.009 -0.031
H -5.528 -3.792 -2.821 -0.048 0.003 0.033
H -4.272 -0.794 -1.097 -0.036 -0.005 -0.008
H -6.627 -0.694 -1.886 -0.148 -0.046 -0.040
H -6.553 -1.164 -0.178 -0.068 -0.069 0.002
H -6.785 -2.398 -1.426 0.018 -0.033 -0.016
C 5.807 6.365 -0.871 0.019 -0.049 0.059
C 4.402 5.870 -1.122 -0.083 -0.061 0.042
O 3.748 5.311 -0.252 0.226 0.172 -0.103
N 3.882 6.067 -2.360 0.045 0.035 0.006
C 4.506 6.702 -3.505 -0.189 -0.105 0.033
H 6.069 6.132 0.156 -0.045 -0.010 0.011
H 6.520 5.875 -1.536 -0.018 0.077 -0.016
H 5.869 7.443 -1.016 0.053 -0.005 -0.046
H 2.943 5.713 -2.465 0.028 -0.004 -0.010
H 3.927 7.569 -3.826 0.047 0.035 0.001
H 4.571 6.004 -4.341 0.058 0.012 -0.009
H 5.508 7.030 -3.254 0.019 0.011 -0.005
C -5.430 5.369 2.008 0.056 0.010 -0.091
C -4.135 4.710 2.428 0.099 0.084 0.017
O -3.126 4.772 1.731 -0.181 -0.069 0.038
N -4.133 4.056 3.610 -0.039 0.007 -0.032
C -5.225 3.882 4.562 0.265 -0.030 -0.215
H -5.268 5.854 1.049 0.039 0.005 0.008
H -6.228 4.633 1.908 -0.040 0.030 0.053
H -5.737 6.120 2.736 -0.054 -0.026 0.011
H -3.243 3.644 3.842 -0.039 -0.003 0.026
H -4.944 4.317 5.522 -0.097 -0.001 0.039
H -5.424 2.824 4.715 -0.064 0.156 0.033
H -6.122 4.377 4.201 0.021 0.022 -0.010
C 6.840 -0.577 -6.795 0.049 0.125 -0.026
C 7.672 0.404 -6.004 0.055 0.120 -0.050
O 8.190 1.388 -6.509 -0.065 -0.127 0.092
N 7.835 0.135 -4.676 -0.138 -0.121 -0.148
C 7.310 -1.001 -3.940 0.343 0.358 0.134
H 6.801 -0.242 -7.827 0.026 0.062 0.015
H 7.291 -1.569 -6.763 -0.141 -0.003 -0.037
H 5.824 -0.623 -6.400 0.010 -0.068 0.004
H 8.387 0.819 -4.184 0.003 -0.027 -0.007
H 6.662 -0.667 -3.130 -0.068 -0.056 -0.015
H 8.133 -1.575 -3.507 -0.093 -0.103 0.011
H 6.743 -1.653 -4.593 -0.005 -0.008 -0.035
C -8.405 3.404 -3.288 -0.042 -0.069 -0.017
C -7.435 2.317 -2.891 -0.019 0.004 -0.083
O -7.638 1.142 -3.162 0.101 0.001 0.123
N -6.315 2.696 -2.223 -0.037 0.002 0.023
C -5.909 4.032 -1.823 0.072 -0.174 -0.017
H -9.236 2.942 -3.811 0.017 -0.033 0.006
H -8.786 3.927 -2.409 0.021 0.054 -0.021
H -7.929 4.128 -3.949 -0.007 0.042 0.040
H -5.701 1.929 -1.996 0.012 0.041 -0.029
H -4.955 4.297 -2.280 -0.018 0.048 -0.015
H -5.796 4.087 -0.741 -0.007 0.054 0.045
H -6.652 4.759 -2.130 -0.010 0.011 -0.006
C 9.306 -5.382 -6.240 -0.077 0.013 0.001
C 9.216 -4.035 -6.918 -0.014 0.093 -0.063
O 8.141 -3.497 -7.151 0.084 -0.214 0.112
N 10.378 -3.432 -7.267 0.016 -0.010 0.021
C 11.735 -3.910 -7.076 -0.103 0.167 -0.082
H 8.297 -5.724 -6.031 -0.013 0.032 -0.022
H 9.799 -6.110 -6.884 0.043 -0.011 0.039
H 9.859 -5.310 -5.303 0.043 -0.038 -0.022
H 10.250 -2.537 -7.716 0.014 -0.023 0.009
H 12.303 -3.213 -6.460 0.021 -0.039 0.032
H 12.243 -4.011 -8.036 0.020 -0.052 0.011
H 11.730 -4.878 -6.587 0.004 -0.017 0.008
C -4.923 -0.221 7.988 0.157 0.078 -0.096
C -5.775 0.652 7.107 0.063 0.043 -0.101
O -5.289 1.367 6.232 -0.073 -0.241 0.216
N -7.113 0.632 7.310 -0.015 -0.036 0.044
C -7.883 -0.130 8.283 -0.035 0.132 -0.315
H -3.885 -0.095 7.692 -0.031 0.023 -0.065
H -5.044 0.062 9.033 -0.100 -0.207 -0.015
H -5.198 -1.270 7.873 -0.037 -0.007 0.106
H -7.620 1.237 6.682 -0.002 -0.013 0.032
H -8.589 -0.778 7.760 -0.013 -0.044 0.074
H -8.442 0.549 8.927 0.011 -0.056 0.085
H -7.240 -0.736 8.910 0.084 0.066 0.019
C -4.608 1.798 11.424 -0.038 -0.059 -0.082
C -5.640 0.756 11.792 -0.101 -0.087 0.043
O -6.119 -0.017 10.969 0.126 0.195 0.126
N -6.029 0.703 13.088 0.016 0.028 0.027
C -5.583 1.526 14.198 -0.136 -0.164 -0.035
H -4.398 1.726 10.362 -0.022 -0.018 -0.006
H -4.978 2.800 11.639 0.041 0.012 0.038
H -3.682 1.638 11.977 -0.002 0.050 0.025
H -6.718 -0.011 13.273 0.020 0.020 0.006
H -5.132 0.907 14.974 0.045 0.032 0.006
H -6.424 2.066 14.635 0.026 0.049 0.000
H -4.847 2.248 13.862 0.013 0.015 0.000

Electronic energy, record by record: -125778.330 -66504.638 -88429.490 eV